# C4H5NO2

A 2-piece molecular cluster, C4H5NO2 overall in a non-equilibrium geometry (ωB97M-V/def2-TZVPD, OMol25).

## Properties
net charge	0
LUMO level	-0.74	eV
E	-360.48967	Ha
max |F|	0.01975	Eh/bohr
energy above the lowest of the compared OMol25 structures with the same formula, charge and spin	471.9	kJ/mol
highest occupied orbital energy	-9.51	eV

Atoms and positions in Å:
O: 1.481 0.056 -2.375
C: 0.699 0.488 -1.585
C: -0.094 -0.481 -0.452
C: 0.832 0.116 0.461
N: -0.419 -0.259 2.174
C: -1.489 -0.280 1.691
O: -1.327 -0.093 -0.424
H: 0.184 1.462 -1.636
H: 0.165 -1.504 -0.768
H: 1.817 -0.319 0.617
H: 0.704 1.165 0.713
H: -2.553 -0.350 1.583

# C4H5NO2

One molecule with the formula C4H5NO2 (ωB97M-V/def2-TZVPD, OMol25).

## Properties
net charge	0
LUMO level	0.79	eV
E	-360.50798	Ha
max |F|	0.01143	Eh/bohr
energy above the lowest of the compared OMol25 structures with the same formula, charge and spin	423.9	kJ/mol
highest occupied orbital energy	-7.74	eV

Atoms and positions in Å:
C: -1.584 -0.665 0.001
C: -0.188 -0.306 0.340
C: 0.561 0.850 0.293
O: 0.071 2.045 -0.028
N: 1.938 0.628 0.331
C: 1.576 -0.576 -0.127
O: 0.779 -1.369 0.640
H: -1.645 -1.296 -0.893
H: -2.059 -1.206 0.828
H: -2.153 0.251 -0.181
H: 0.836 2.638 -0.103
H: 1.867 -0.994 -1.100

# C4H5NO2

One molecule with the formula C4H5NO2 in a non-equilibrium geometry (ωB97M-V/def2-TZVPD, OMol25).

## Properties
net charge	0
LUMO level	0.14	eV
E	-360.54931	Ha
SMILES	O=C[C@H]1CN1C=O
max |F|	0.03854	Eh/bohr
energy above the lowest of the compared OMol25 structures with the same formula, charge and spin	315.4	kJ/mol
highest occupied orbital energy	-9.97	eV

Atoms and positions in Å:
O: 1.889 0.430 -1.371
C: 1.282 -0.347 -0.681
C: 0.713 0.384 0.502
C: -0.493 1.160 0.345
N: -0.972 -0.053 1.003
C: -1.249 -1.078 0.083
O: -0.894 -1.084 -1.080
H: 1.374 -1.435 -0.833
H: 1.507 0.648 1.226
H: -0.806 1.342 -0.676
H: -0.582 2.002 1.018
H: -1.769 -1.969 0.462

# C4H5NO2

C4H5NO2 as an isolated structure in a non-equilibrium geometry (ωB97M-V/def2-TZVPD, OMol25).

## Properties
net charge	0
LUMO level	0.67	eV
E	-360.49065	Ha
max |F|	0.05414	Eh/bohr
energy above the lowest of the compared OMol25 structures with the same formula, charge and spin	469.4	kJ/mol
highest occupied orbital energy	-8.88	eV

Atoms and positions in Å:
O: 2.289 -1.077 -0.037
C: 1.416 -0.776 -0.786
C: 0.533 0.824 0.066
C: -0.827 1.456 0.405
N: -0.544 0.070 0.665
C: -0.951 -1.073 0.097
O: -0.306 -1.673 -0.775
H: 1.382 -0.878 -1.867
H: 1.290 1.089 0.817
H: -1.537 1.689 -0.381
H: -0.955 2.010 1.345
H: -1.789 -1.662 0.452

# C4H5NO2S

One molecule with the formula C4H5NO2S in a non-equilibrium geometry (ωB97M-V/def2-TZVPD, OMol25).

## Properties
net charge	0
LUMO level	0.43	eV
E	-758.74096	Ha
SMILES	S=C1OCCC=NO1
max |F|	0.04149	Eh/bohr
energy above the lowest of the compared OMol25 structures with the same formula, charge and spin	365.3	kJ/mol
highest occupied orbital energy	-8.71	eV

Atoms and positions in Å:
S: 3.484 -0.291 -0.180
C: 1.864 -0.158 -0.025
O: 1.174 0.910 -0.290
C: -0.066 1.091 0.410
C: -1.243 0.342 -0.255
C: -0.986 -1.170 -0.311
N: 0.049 -1.817 -0.013
O: 1.166 -1.154 0.585
H: 0.087 0.795 1.419
H: -0.279 2.166 0.400
H: -1.356 0.681 -1.303
H: -2.169 0.477 0.257
H: -1.724 -1.873 -0.693

# C4H5NO2S

One molecule with the formula C4H5NO2S in a non-equilibrium geometry (ωB97M-V/def2-TZVPD, OMol25).

## Properties
net charge	0
LUMO level	0.19	eV
E	-758.82193	Ha
SMILES	O=C[C@H]1CNC(=S)O1
max |F|	0.05329	Eh/bohr
energy above the lowest of the compared OMol25 structures with the same formula, charge and spin	152.8	kJ/mol
highest occupied orbital energy	-8.70	eV

Atoms and positions in Å:
O: -1.242 -2.403 0.517
C: -1.377 -1.209 0.335
C: -0.323 -0.241 0.802
C: 0.914 -0.514 0.047
N: 0.955 0.663 -0.858
C: 0.060 1.618 -0.484
S: -0.004 3.167 -1.101
O: -0.691 1.099 0.496
H: -2.284 -0.785 -0.174
H: -0.258 -0.253 1.887
H: 0.851 -1.437 -0.540
H: 1.812 -0.572 0.643
H: 1.589 0.866 -1.569

# C4H5NO2S

One molecule with the formula C4H5NO2S in a non-equilibrium geometry (ωB97M-V/def2-TZVPD, OMol25).

## Properties
net charge	0
LUMO level	0.36	eV
E	-758.73292	Ha
SMILES	CSC(=O)OCC#N
max |F|	0.16760	Eh/bohr
energy above the lowest of the compared OMol25 structures with the same formula, charge and spin	386.5	kJ/mol
highest occupied orbital energy	-9.74	eV

Atoms and positions in Å:
C: 2.518 0.787 0.266
S: 1.525 0.147 -1.123
C: 0.174 -0.482 -0.137
O: 0.427 -0.689 1.101
O: -0.841 -0.798 -0.958
C: -2.087 -0.872 -0.322
C: -2.789 0.462 -0.280
N: -2.926 1.689 -0.157
H: 2.369 0.094 1.057
H: 2.412 1.963 0.536
H: 3.747 0.461 -0.122
H: -1.814 -1.027 0.902
H: -2.713 -1.736 -0.762

# C4H5NO2S

One molecule with the formula C4H5NO2S in a non-equilibrium geometry (ωB97M-V/def2-TZVPD, OMol25).

## Properties
net charge	0
LUMO level	-0.11	eV
E	-758.70533	Ha
SMILES	C=COC(=O)/C=N\S
max |F|	0.10909	Eh/bohr
energy above the lowest of the compared OMol25 structures with the same formula, charge and spin	458.9	kJ/mol
highest occupied orbital energy	-9.33	eV

Atoms and positions in Å:
C: -2.923 -0.020 0.014
C: -1.700 -0.384 0.147
O: -0.661 0.505 -0.179
C: 0.529 -0.007 -0.129
O: 0.628 -1.175 -0.269
C: 1.645 1.078 0.004
N: 2.926 0.886 0.088
S: 3.850 -0.450 0.000
H: -3.139 0.996 -0.731
H: -3.841 -0.681 0.603
H: -1.441 -1.546 0.663
H: 1.308 2.171 -0.020
H: 2.819 -1.374 -0.191

# C4H5NO2S

One molecule with the formula C4H5NO2S in a non-equilibrium geometry (ωB97M-V/def2-TZVPD, OMol25).

## Properties
net charge	0
LUMO level	0.39	eV
E	-758.78192	Ha
SMILES	Cc1c(O)noc1S
max |F|	0.04094	Eh/bohr
energy above the lowest of the compared OMol25 structures with the same formula, charge and spin	257.8	kJ/mol
highest occupied orbital energy	-8.88	eV

Atoms and positions in Å:
C: -0.607 -1.137 -0.591
C: 0.112 -0.016 0.124
C: 0.033 0.469 1.443
O: -0.587 -0.137 2.443
N: 0.610 1.619 1.611
O: 1.121 1.965 0.310
C: 0.822 0.948 -0.517
S: 1.269 1.267 -2.139
H: 0.053 -1.971 -0.859
H: -1.156 -0.783 -1.485
H: -1.389 -1.578 0.083
H: -1.305 -0.679 2.154
H: 1.025 0.033 -2.577

# C4H5NO2S2

One molecule with the formula C4H5NO2S2 in a non-equilibrium geometry (ωB97M-V/def2-TZVPD, OMol25).

## Properties
net charge	0
LUMO level (spin up / spin down)	-0.49 / -0.50	eV
E	-1156.88792	Ha
max |F|	0.04423	Eh/bohr
energy above the lowest of the compared OMol25 structures with the same formula, charge and spin	400.9	kJ/mol
highest occupied orbital energy (spin up / spin down)	-7.78 / -7.79	eV

Atoms and positions in Å:
C: -1.457 0.215 0.246
C: -0.643 -0.889 0.192
C: -1.317 1.556 0.609
C: 0.777 -1.143 0.171
N: 1.722 -0.285 0.119
O: -0.659 2.435 -0.089
O: 1.127 -2.468 0.147
S: 4.035 1.310 0.094
S: 3.316 -0.619 0.009
H: -2.514 -0.047 0.308
H: -1.191 -1.826 0.193
H: -0.592 3.287 0.379
H: 0.354 -3.045 0.182
H: 3.780 1.654 -1.180

Please write out number 7 again, unchanged.
# C4H5NO2S

One molecule with the formula C4H5NO2S in a non-equilibrium geometry (ωB97M-V/def2-TZVPD, OMol25).

## Properties
net charge	0
LUMO level	0.36	eV
E	-758.73292	Ha
SMILES	CSC(=O)OCC#N
max |F|	0.16760	Eh/bohr
energy above the lowest of the compared OMol25 structures with the same formula, charge and spin	386.5	kJ/mol
highest occupied orbital energy	-9.74	eV

Atoms and positions in Å:
C: 2.518 0.787 0.266
S: 1.525 0.147 -1.123
C: 0.174 -0.482 -0.137
O: 0.427 -0.689 1.101
O: -0.841 -0.798 -0.958
C: -2.087 -0.872 -0.322
C: -2.789 0.462 -0.280
N: -2.926 1.689 -0.157
H: 2.369 0.094 1.057
H: 2.412 1.963 0.536
H: 3.747 0.461 -0.122
H: -1.814 -1.027 0.902
H: -2.713 -1.736 -0.762